Record 1
ORCA calculation (wB97M-V/def2-TZVPD) on 2 unconnected molecules or ions with the total composition C5H17N2O.

Each atom is followed by the atoms it is bonded to, with distances in Å.
Atoms and positions in Å:
1 H -1.896 2.026 -1.213  N7 1.050
2 C 1.430 1.163 -0.519  C4 1.551, H5 1.111, C20 1.551, H21 1.092
3 H -1.686 -0.312 3.136  O6 0.979
4 C 1.710 -0.360 -0.598  C2 1.551, H15 1.111, H23 1.097, C24 1.592
5 H 1.315 1.327 0.574  C2 1.111
6 O -1.330 0.459 2.651  H3 0.979, H13 0.972
7 N -1.087 1.468 -0.842  H1 1.050, H14 1.034, C20 1.479, H25 1.053
8 H 1.798 -2.114 0.682  C24 1.099
9 N -1.460 -1.420 0.115  H16 1.013, H17 1.011, C19 1.463
10 H 0.930 -0.843 1.368  C24 1.103
11 H 0.224 1.710 -2.342  C20 1.076
12 H -0.121 -3.140 -0.164  C19 1.095
13 H -1.816 1.126 3.164  O6 0.972
14 H -1.257 0.477 -1.084  N7 1.034
15 H 2.795 -0.438 -0.370  C4 1.111
16 H -1.409 -0.986 1.029  N9 1.013
17 H -2.241 -2.061 0.148  N9 1.011
18 H 0.523 2.901 -1.022  C20 1.101
19 C -0.190 -2.050 -0.245  N9 1.463, H12 1.095, H22 1.100, C24 1.533
20 C 0.270 1.861 -1.278  C2 1.551, N7 1.479, H11 1.076, H18 1.101
21 H 2.273 1.748 -0.894  C2 1.092
22 H -0.113 -1.939 -1.337  C19 1.100
23 H 1.484 -0.814 -1.570  C4 1.097
24 C 1.023 -1.383 0.411  C4 1.592, H8 1.099, H10 1.103, C19 1.533
25 H -1.171 1.594 0.201  N7 1.053

Computed properties:
multiplicity: 2
net charge: 0
energy: -385.3021 hartree
<S²>: 0.751
F_max: 1.83 eV Å⁻¹
energy above the lowest of the compared OMol25 structures with the same formula, charge and spin: 163.2 kJ/mol
HOMO (spin up / spin down): -2.9 / -9.5 eV
gap between HOMO and LUMO (spin up / spin down): 3.6 / 10.1 eV

Atomic partial charges in e from the Mulliken method, atoms 1 to 8: 1.35, -0.49, 0.29, -0.72, 0.31, -0.72, -1.43, 0.30

=====

Record 2
ORCA calculation (wB97M-V/def2-TZVPD) on 2 unconnected molecules or ions with the total composition C5H12NO.

Each atom is followed by the atoms it is bonded to, with distances in Å.
Atoms and positions in Å:
1 C -1.188 0.726 0.331  N4 1.563, O11 1.459, C16 1.500
2 H -2.386 -0.085 -1.361  C16 1.074
3 H 3.213 1.092 -0.522  C8 1.098
4 N -2.621 0.792 0.953  C1 1.563, H9 1.080, H13 1.022, H17 1.005
5 H 0.204 -0.906 0.204  O11 1.153
6 H 1.949 1.289 0.734  C8 1.111
7 H 1.523 -1.124 1.472  C12 1.046
8 C 2.223 0.746 -0.196  H3 1.098, H6 1.111, C14 1.435, H18 1.194
9 H -2.612 1.291 1.911  N4 1.080
10 H 2.298 -0.998 -1.428  C14 1.098
11 O -0.927 -0.693 0.119  C1 1.459, H5 1.153, C16 1.513
12 C 1.529 -1.507 0.499  H7 1.046, C14 1.354, H15 1.149
13 H -3.207 1.166 0.204  N4 1.022
14 C 2.096 -0.668 -0.401  C8 1.435, H10 1.098, C12 1.354
15 H 1.596 -2.644 0.345  C12 1.149
16 C -1.390 0.159 -1.043  C1 1.500, H2 1.074, O11 1.513, H19 1.025
17 H -3.028 -0.121 1.052  N4 1.005
18 H 1.528 1.298 -0.994  C8 1.194
19 H -0.798 0.188 -1.879  C16 1.025

Computed properties:
multiplicity: 3
net charge: +1
energy: -327.0907 hartree
<S²>: 2.008
F_max: 7.44 eV Å⁻¹
energy above the lowest of the compared OMol25 structures with the same formula, charge and spin: 539.7 kJ/mol
HOMO (spin up / spin down): -9.7 / -13.2 eV
gap between HOMO and LUMO (spin up / spin down): 6.5 / 6.1 eV

Atomic partial charges in e from the Mulliken method, atoms 1 to 8: -0.28, 0.23, 0.35, -0.25, 0.35, 0.29, 0.37, -0.76

=====

Record 3
ORCA calculation (wB97M-V/def2-TZVPD) on 2 unconnected molecules or ions with the total composition C5H12O.

Each atom is followed by the atoms it is bonded to, with distances in Å.
Atoms and positions in Å:
1 H 3.027 0.588 0.846  C12 1.096
2 H -2.393 0.880 -1.526  C14 1.085
3 C 0.411 -0.181 0.039  O7 1.431, C9 1.544, H10 1.109, H15 1.109
4 H 3.914 -0.704 0.011  C12 1.100
5 H -1.849 1.670 0.721  C18 1.088
6 H 3.031 0.494 -0.928  C12 1.097
7 O -0.656 -1.132 0.106  C3 1.431, H16 0.982
8 H 1.758 -1.664 -0.796  C9 1.096
9 C 1.736 -0.975 0.055  C3 1.544, H8 1.096, C12 1.535, H13 1.095
10 H 0.449 0.440 -0.880  C3 1.109
11 H -3.281 0.708 1.415  C18 1.086
12 C 2.995 -0.100 -0.007  H1 1.096, H4 1.100, H6 1.097, C9 1.535
13 H 1.756 -1.577 0.970  C9 1.095
14 C -3.034 0.650 -0.681  H2 1.085, H17 1.084, C18 1.329
15 H 0.446 0.524 0.894  C3 1.109
16 H -1.604 -0.876 0.121  O7 0.982
17 H -4.018 0.256 -0.912  C14 1.084
18 C -2.688 0.999 0.553  H5 1.088, H11 1.086, C14 1.329

Computed properties:
net charge: 0
energy: -272.8856 hartree
F_max: 1.65 eV Å⁻¹
energy above the lowest of the compared OMol25 structures with the same formula, charge and spin: 165.7 kJ/mol
HOMO: -10.1 eV
gap between HOMO and LUMO: 11.2 eV
structure (SMILES): CCCO.C=C

Atomic partial charges in e from the Mulliken method, atoms 1 to 8: 0.31, 0.24, -0.24, 0.33, 0.26, 0.31, -0.51, 0.29

=====

Record 4
ORCA calculation (wB97M-V/def2-TZVPD) on a gas-phase ion, C2HO3S (charge -1).

Each atom is followed by the atoms it is bonded to, with distances in Å.
Atoms and positions in Å:
1 C -1.002 0.642 0.271  O2 1.507, S4 1.666, O5 1.203
2 O -0.127 -0.584 0.212  C1 1.507, C3 1.266
3 C 0.961 -0.708 -0.424  O2 1.266, O6 1.218, H7 1.062
4 S -1.252 0.989 1.882  C1 1.666
5 O -1.589 1.131 -0.658  C1 1.203
6 O 1.430 -0.032 -1.322  C3 1.218
7 H 1.578 -1.438 0.039  C3 1.062

Computed properties:
net charge: -1
energy: -700.7867 hartree
F_max: 3.12 eV Å⁻¹
energy above the lowest of the compared OMol25 structures with the same formula, charge and spin: 35.2 kJ/mol
HOMO: -3.6 eV
gap between HOMO and LUMO: 7.5 eV
structure (SMILES): O=COC([O-])=S

Listed below, in e, are the Mulliken charges computed for each atom: 0.31, -0.22, 0.11, -0.52, -0.50, -0.56, 0.37

=====

Record 5
ORCA calculation (wB97M-V/def2-TZVPD) on 3 unconnected molecules or ions with the total composition C4H12N2O.

Each atom is followed by the atoms it is bonded to, with distances in Å.
Atoms and positions in Å:
1 H -2.011 -0.240 -0.977  C17 1.090
2 N -0.041 1.873 0.079  H7 1.024, C13 1.265
3 H -2.040 1.410 -1.615  C17 1.088
4 O -0.017 -1.493 -0.564  H6 1.014, C15 1.402
5 H 0.253 -2.094 1.406  C15 1.098
6 H 0.832 -0.942 -0.516  O4 1.014
7 H 0.047 2.243 -0.871  N2 1.024
8 N 2.109 0.152 -0.265  C10 1.284, H12 1.018
9 H -3.107 0.947 -0.263  C17 1.089
10 C 1.883 1.043 0.631  N8 1.284, H11 1.084, H14 1.091
11 H 1.478 0.696 1.574  C10 1.084
12 H 2.596 0.498 -1.090  N8 1.018
13 C -1.049 1.132 0.262  N2 1.265, C17 1.484, H18 1.086
14 H 2.347 2.029 0.655  C10 1.091
15 C 0.055 -2.502 0.407  O4 1.402, H5 1.098, H16 1.096, H19 1.093
16 H 0.839 -3.232 0.172  C15 1.096
17 C -2.123 0.811 -0.710  H1 1.090, H3 1.088, H9 1.089, C13 1.484
18 H -1.146 0.693 1.251  C13 1.086
19 H -0.904 -3.024 0.434  C15 1.093

Computed properties:
net charge: 0
energy: -344.2792 hartree
F_max: 1.57 eV Å⁻¹
energy above the lowest of the compared OMol25 structures with the same formula, charge and spin: 277.8 kJ/mol
HOMO: -9.4 eV
gap between HOMO and LUMO: 10.6 eV
structure (SMILES): [H]/N=C\C.C=N.CO

Atomic partial charges in e from the Mulliken method, atoms 1 to 8: 0.26, -0.51, 0.30, -0.51, 0.24, 0.37, 0.24, -0.54